[1]
The following is a DFT calculation (the ωB97M-V functional and the def2-TZVPD basis) of a 2-piece molecular cluster, C2H11N5 overall at a distorted geometry.

Its structure (SMILES) is C=CN(N)N.NN. Its largest force on an atom is 0.0465 hartree/bohr. Its HOMO-LUMO gap is 8.9 eV. The calculation puts the energy above the lowest of the compared OMol25 structures with the same formula, charge and spin at 86.61 kcal per mole. The lowest unoccupied orbital energy comes out at 1.1 eV. The HOMO energy comes out at -7.8165 eV.

Last column: Mulliken charge in e.
Cartesian coordinates (Å):
C  0.257  0.949  -1.183  -0.176
H  -0.975  0.491  -2.812  0.269
H  -1.374  -2.243  0.006  0.207
N  -0.598  1.149  1.110  -0.777
H  -1.833  0.583  -1.196  0.234
N  0.435  1.269  0.153  0.365
H  0.805  -0.977  -0.212  0.237
N  0.616  -1.855  0.369  -0.431
N  -0.768  -1.850  0.731  -0.520
H  -0.947  0.181  1.099  0.386
H  1.770  2.139  1.313  0.269
H  1.183  0.998  -1.738  0.422
H  1.951  0.512  1.164  0.256
H  -1.366  1.758  0.843  0.291
N  1.740  1.370  0.648  -0.663
C  -0.911  0.644  -1.750  -0.817
H  0.885  -2.712  -0.120  0.226
H  -0.871  -2.406  1.575  0.222

---

[2]
The following is a DFT calculation (the ωB97M-V functional and the def2-TZVPD basis) of C2H11N5O as an isolated structure at a distorted geometry.

Its largest force on an atom is 0.0734 hartree/bohr. Its HOMO-LUMO gap (alpha / beta) is 8.2 / 8.6 eV. The net charge is +2. The calculation puts the energy above the lowest of the compared OMol25 structures with the same formula, charge and spin at 152.59 kcal per mole. The lowest unoccupied orbital energy (alpha / beta) comes out at -9.5 / -9.2 eV. The HOMO energy (alpha / beta) comes out at -17.7031 / -17.7916 eV.

Last column: Mulliken charge in e.
Cartesian coordinates (Å):
N  1.768  -0.006  1.517  -0.225
H  -3.175  -1.265  -2.948  0.462
H  2.917  1.514  2.353  0.331
H  -0.867  1.041  -2.406  0.366
H  -1.354  -0.035  1.597  0.280
H  0.141  1.388  0.816  0.437
N  -0.634  0.246  -1.738  -0.122
N  -0.862  -0.314  0.746  -0.651
C  -1.415  -0.785  -1.881  0.320
H  -0.515  -1.236  1.052  0.212
H  -1.515  -1.571  -1.052  0.292
N  2.132  0.769  2.426  -0.158
H  1.543  0.900  3.183  0.251
H  0.993  -1.484  2.237  0.324
N  0.256  0.473  0.476  0.059
H  1.255  -0.574  -1.161  0.348
H  1.096  1.288  -1.478  0.371
O  -2.358  -0.713  -2.735  -0.426
C  0.593  0.365  -1.001  -0.471

---

[3]
The following is a DFT calculation (the ωB97M-V functional and the def2-TZVPD basis) of a 3-piece molecular cluster, C2H11NO2S2 overall at a distorted geometry.

Its structure (SMILES) is NCCSS.O.O. Its largest force on an atom is 0.0623 hartree/bohr. Its HOMO-LUMO gap is 9.3 eV. The calculation puts the energy above the lowest of the compared OMol25 structures with the same formula, charge and spin at 15.59 kcal per mole. The lowest unoccupied orbital energy comes out at 0.5 eV. The HOMO energy comes out at -8.8199 eV.

Last column: Mulliken charge in e.
Cartesian coordinates (Å):
S  1.018  1.458  2.932  -0.168
H  -2.026  -0.734  0.421  0.419
H  0.869  1.034  0.201  0.032
O  -2.880  -0.581  0.851  -0.653
H  1.959  -1.695  -0.822  0.316
H  2.565  0.735  -0.212  0.464
H  -0.618  -1.815  -1.218  0.225
S  1.855  -0.038  1.890  -0.102
C  1.163  -0.888  -0.797  -0.661
H  -2.904  -1.144  1.629  0.306
H  -0.164  -2.043  0.250  0.281
H  -0.985  1.463  -1.464  0.295
H  1.750  2.408  2.435  0.147
H  -2.458  1.964  -1.733  0.316
H  1.132  -0.548  -1.872  0.322
N  -0.194  -1.278  -0.468  -0.480
C  1.634  0.233  0.061  -0.415
O  -1.716  1.468  -2.083  -0.644

---

Q: Number 1 is which compound?
A: C2H11N5